Entry from the Open Molecules 2025 dataset: C50H56O6S4Si2V as an isolated structure at a distorted geometry (ωB97M-V/def2-TZVPD).

Properties
- LUMO level (spin up / spin down): 2.19 / 2.19 eV
- ⟨S²⟩: 2.3511
- E_HOMO (spin up / spin down): -3.820 / -3.801 eV
- Multiplicity: 3
- Kohn-Sham gap (spin up / spin down): 6.01 / 5.99 eV
- Charge: -1

The geometry in XYZ format:
```
119
Properties=species:S:1:pos:R:3:forces:R:3
C -7.69047 5.64288 20.74398 -0.246 -0.400 0.153
C -9.36488 -2.21093 17.46425 1.592 0.264 -0.541
H -2.62760 2.91625 16.89780 -0.185 0.160 -0.127
H -5.96867 3.92173 22.10796 0.464 0.558 0.011
C -12.59639 1.09844 18.41485 -0.627 0.031 -0.704
C -9.98739 3.85282 16.82588 -0.315 0.772 -0.319
C -5.48561 6.63073 20.05214 0.510 0.953 -0.564
H -6.72756 -0.15194 18.03815 0.146 -0.107 -0.063
H -11.40106 -1.30286 21.08507 0.026 -0.203 -0.263
C -3.61256 1.99737 19.25499 0.291 -0.656 -0.112
H -11.89438 6.33290 20.81763 0.055 -0.215 -0.001
C -6.77516 -2.07238 22.12196 0.127 0.327 -1.323
H -5.51273 7.44359 20.80613 -0.118 -0.352 -0.353
H -2.55491 1.71731 19.13435 -0.199 -0.032 0.112
H -8.47419 -4.27286 20.05008 0.412 -0.018 -0.160
H -15.50857 -2.12542 21.04477 -0.384 0.262 0.182
H -10.45212 4.08546 15.84657 0.229 -0.151 0.384
H -4.14266 3.05443 15.97410 0.057 0.066 0.465
C -13.63902 5.04214 20.53028 -0.353 -0.211 -0.177
H -4.11258 1.25231 19.90059 0.210 0.372 -0.230
H -3.63747 2.97821 19.72865 -0.219 -0.009 -0.056
H -13.10386 -3.12584 21.34508 -0.693 0.304 0.356
H -8.50283 2.93263 14.75092 0.228 -0.484 0.489
C -7.71556 5.05080 16.50168 -0.640 0.009 -0.587
H -14.87621 3.27506 20.08193 0.248 -0.121 0.168
H -7.58500 -1.95416 22.82026 -0.265 0.328 0.154
H -4.41512 6.36667 19.90413 -0.681 0.254 -0.150
H -3.93569 -2.84675 19.60120 -0.261 0.084 0.668
H -4.78459 0.79382 16.18600 0.279 -0.135 0.594
S -13.71592 2.07950 17.44736 1.359 -1.619 -0.161
V -9.70150 1.74546 20.78657 2.793 -0.820 0.516
C -10.25654 2.85522 23.64619 1.654 -0.464 -1.757
C -15.04703 -1.15282 21.15251 0.074 1.672 0.280
C -12.05761 0.05264 17.68116 -0.291 0.957 0.395
H -5.29195 -2.25107 23.64927 -0.072 -0.289 0.349
S -11.30424 3.98632 20.23220 -1.424 0.214 0.658
C -8.09407 2.62018 15.74126 0.148 0.343 -0.602
H -3.48008 -2.88266 22.10715 -0.191 0.307 -0.187
H -8.03626 5.79746 17.24515 0.177 -0.277 -0.207
C -12.09609 -3.34382 21.09440 1.160 -1.070 -0.237
H -14.07831 -0.95245 19.13608 0.194 -0.164 0.350
H -8.15786 5.95911 19.79554 0.176 -0.425 0.185
C -13.47724 0.50494 20.64843 -0.989 0.419 -0.972
H -5.32305 5.59408 22.56066 -0.460 -0.450 -0.235
C -9.83961 -2.68479 20.49372 -0.454 1.589 0.489
C -9.47121 -4.00554 20.34100 -0.718 0.021 -0.091
H -11.72963 3.18352 25.77184 0.079 0.072 -0.374
C -6.20090 5.41394 20.55090 0.899 -2.210 -1.149
C -13.87824 3.68419 20.20523 1.649 -1.607 0.654
H -12.09703 -0.62630 15.53204 -0.277 0.420 0.629
C -4.20309 0.70285 17.12444 0.709 -0.084 -0.111
H -6.62080 4.95568 16.51278 -0.319 -0.239 0.211
H -12.59328 -0.87506 26.75569 0.105 -0.157 0.122
H -7.82333 6.49544 21.40581 -0.025 0.017 0.363
H -12.46871 -5.45016 21.09180 0.103 -0.226 -0.039
H -6.07172 -2.32124 18.81540 -0.305 0.181 -0.675
C -12.46813 0.05971 16.31322 -0.717 0.671 -0.308
H -10.22876 -2.63461 17.90987 -0.578 -0.370 0.560
H -6.34948 -0.61901 15.66054 -0.708 -0.448 0.243
C -5.95914 -2.27556 19.87024 -0.130 0.128 0.695
S -7.30963 1.85369 20.55061 -0.218 0.195 -0.343
H -5.93166 7.00516 19.09341 0.452 -0.316 0.783
H -8.21001 4.75298 21.18277 0.430 0.714 -0.451
H -13.84699 1.36268 15.15182 0.006 -0.155 -0.391
H -10.22005 4.69927 17.50917 -0.044 -0.663 -0.292
C -13.37396 1.07027 16.06785 0.284 -0.022 0.429
H -3.82712 4.11876 17.39940 -0.185 -0.376 -0.010
O -5.70487 2.23731 18.02574 0.934 -0.196 -1.030
H -8.51246 1.62945 16.05031 0.336 0.901 -0.225
C -12.20169 1.21383 26.39882 0.343 -1.297 -0.670
C -10.58396 1.74853 24.61494 -1.622 -1.220 1.359
C -14.19751 -0.60197 20.15750 1.816 1.439 0.862
C -11.52627 2.13427 25.59876 0.378 -0.463 0.224
C -10.96283 -0.57846 25.36097 -0.166 0.187 0.083
C -10.41569 -4.99825 20.51532 -0.284 -0.553 0.381
C -10.27455 0.32392 24.55158 -0.084 1.452 -0.069
H -6.99200 2.56268 15.64376 -0.542 -0.198 0.125
C -8.46670 3.73417 16.72019 0.278 -1.098 1.735
C -7.01468 -1.94473 20.71676 0.496 -0.231 1.016
H -4.39064 4.58191 21.48966 -0.635 -0.054 -0.190
C -5.43440 4.83056 21.76109 -0.393 0.180 0.213
C -3.70968 3.10428 16.98935 0.709 0.356 -0.278
H -12.91092 1.50728 27.15274 -0.202 0.346 0.027
C -9.10988 -2.52865 16.13241 -0.299 0.330 -0.556
C -15.16170 -0.26425 22.20329 0.267 -0.378 0.551
H -10.69420 -1.63314 25.35767 -0.057 0.177 -0.316
H -7.99149 5.41190 15.50504 0.045 0.216 0.039
O -11.11886 0.80882 20.16556 -2.784 0.928 0.074
C -7.20056 -1.12081 16.17211 1.275 0.760 -1.039
Si -8.64552 -1.24482 20.10936 -0.597 0.482 -0.215
C -8.04816 -1.94763 15.43581 -0.056 0.272 1.085
O -10.47192 4.05346 23.79315 0.025 -1.522 0.192
C -11.71445 -4.69096 20.93779 0.110 0.728 -0.487
C -12.68779 2.92057 20.19696 -0.435 -0.110 -0.920
C -7.35834 -0.85993 17.51510 -1.400 -0.183 0.275
H -3.15009 0.49961 16.87691 -0.232 -0.106 -0.067
H -14.47273 5.69941 20.74987 0.274 0.227 -0.143
H -7.88001 -2.03070 14.37214 -0.118 -0.398 -0.037
H -9.80968 -3.18792 15.63327 -0.005 -0.006 -0.179
C -11.15184 -2.34582 20.89516 0.391 -0.438 0.029
C -4.26616 2.01435 17.87966 -1.857 0.663 0.107
C -4.45408 -2.59193 21.70542 -0.014 -0.218 0.731
O -8.13773 3.26641 18.08037 -0.693 0.619 -1.159
H -15.78833 -0.40145 23.06993 0.038 -0.015 0.125
C -4.70581 -2.59518 20.35291 0.818 -0.390 -0.514
H -10.42498 2.90482 17.21357 0.356 0.671 -0.227
O -5.94673 4.37941 19.43665 -0.521 1.683 0.763
C -12.44461 1.35954 19.91602 0.519 -0.243 -1.368
S -14.07075 1.12901 22.16451 -0.918 -2.630 -0.854
C -11.99052 -0.16646 26.20789 0.384 1.279 0.117
C -12.32761 5.36488 20.60371 0.845 -0.223 -0.294
H -9.50546 -0.12476 23.91197 -0.288 0.737 -0.059
C -8.46176 -1.42029 18.19505 -0.197 0.140 0.406
O -9.65510 2.32289 22.56975 -0.943 0.834 1.363
H -4.56858 -0.11152 17.74704 -0.121 -0.073 -0.112
H -10.08042 -6.01488 20.32022 -0.378 -0.064 0.211
Si -6.77716 3.06251 18.90607 0.670 -0.668 2.058
C -5.50833 -2.32497 22.59850 0.574 -0.078 -0.574
H -11.38256 -0.69174 18.08877 -0.069 0.327 0.104
```
Positions in Å, forces in eV/Å.

Results of the Löwdin charge analysis, in e, for atoms 1 through 99: atom 1 (C): -0.034, atom 2 (C): -0.116, atom 3 (H): 0.085, atom 4 (H): 0.064, atom 5 (C): -0.439, atom 6 (C): -0.040, atom 7 (C): -0.064, atom 8 (H): 0.076, atom 9 (H): 0.072, atom 10 (C): -0.018, atom 11 (H): 0.071, atom 12 (C): -0.092, atom 13 (H): 0.089, atom 14 (H): 0.087, atom 15 (H): 0.100, atom 16 (H): 0.099, atom 17 (H): 0.091, atom 18 (H): 0.088, atom 19 (C): -0.194, atom 20 (H): 0.094, atom 21 (H): 0.071, atom 22 (H): 0.067, atom 23 (H): 0.091, atom 24 (C): -0.022, atom 25 (H): 0.103, atom 26 (H): 0.089, atom 27 (H): 0.091, atom 28 (H): 0.106, atom 29 (H): 0.082, atom 30 (S): 1.024, atom 31 (V): 0.558, atom 32 (C): -0.526, atom 33 (C): -0.183, atom 34 (C): -0.108, atom 35 (H): 0.089, atom 36 (S): 1.041, atom 37 (C): -0.024, atom 38 (H): 0.093, atom 39 (H): 0.083, atom 40 (C): -0.083, atom 41 (H): 0.115, atom 42 (H): 0.083, atom 43 (C): -0.440, atom 44 (H): 0.087, atom 45 (C): -0.299, atom 46 (C): -0.117, atom 47 (H): 0.109, atom 48 (C): -0.583, atom 49 (C): -0.181, atom 50 (H): 0.106, atom 51 (C): -0.035, atom 52 (H): 0.085, atom 53 (H): 0.090, atom 54 (H): 0.084, atom 55 (H): 0.086, atom 56 (H): 0.075, atom 57 (C): -0.164, atom 58 (H): 0.081, atom 59 (H): 0.095, atom 60 (C): -0.114, atom 61 (S): 0.401, atom 62 (H): 0.095, atom 63 (H): 0.075, atom 64 (H): 0.041, atom 65 (H): 0.072, atom 66 (C): -0.420, atom 67 (H): 0.086, atom 68 (O): -0.172, atom 69 (H): 0.100, atom 70 (C): -0.088, atom 71 (C): -0.095, atom 72 (C): -0.102, atom 73 (C): -0.039, atom 74 (C): -0.099, atom 75 (C): -0.103, atom 76 (C): 0.004, atom 77 (H): 0.079, atom 78 (C): -0.597, atom 79 (C): -0.288, atom 80 (H): 0.079, atom 81 (C): -0.038, atom 82 (C): -0.040, atom 83 (H): 0.088, atom 84 (C): -0.097, atom 85 (C): -0.389, atom 86 (H): 0.101, atom 87 (H): 0.084, atom 88 (O): -0.384, atom 89 (C): -0.112, atom 90 (Si): 0.782, atom 91 (C): -0.094, atom 92 (O): 0.054, atom 93 (C): -0.092, atom 94 (C): -0.453, atom 95 (C): -0.131, atom 96 (H): 0.091, atom 97 (H): 0.104, atom 98 (H): 0.089, atom 99 (H): 0.092